Entry 1:
23
Properties=species:S:1:pos:R:3:forces:R:3 method="wB97M-V/def2-TZVPD" spin_multiplicity=2 s2=0.755
N -5.1616 -0.1012 0.5591 -0.64 -0.38 -0.24
C -0.1131 -0.4858 -1.0330 -1.20 2.22 1.10
C -1.2383 -0.2002 -0.0708 -2.05 -0.14 0.08
O -2.1648 1.0206 -0.1705 1.22 -0.57 -0.42
C 0.9906 0.4006 -0.7629 5.42 3.07 2.36
N 1.9827 0.0292 0.4538 -1.93 -1.57 -0.51
C 2.3774 -1.3978 0.2671 3.81 0.16 -0.35
C 3.1755 0.9014 0.5344 -0.43 -0.51 -1.00
H -4.1530 0.0672 0.4985 -0.94 0.44 0.24
H -5.5788 -0.2457 1.4718 0.72 0.08 -0.10
H -5.7897 0.5071 0.0354 0.89 -0.07 0.08
H -0.3210 -0.6294 -2.0614 -0.32 -0.74 -0.82
H -1.9975 -1.0023 -0.0872 0.64 0.00 0.19
H -0.8543 -0.0268 0.9351 0.15 -0.42 -0.15
H -2.2206 1.4566 -1.0345 0.36 -0.57 0.07
H 0.6614 1.4949 -0.3739 0.38 -2.29 -1.29
H 1.9096 0.5058 -1.4402 -2.24 0.03 -0.68
H 3.3595 -1.5727 -0.4328 -2.21 0.86 0.40
H 2.9394 -1.7599 1.1507 -1.03 0.16 0.26
H 1.6560 -2.1545 -0.0646 -0.25 0.80 0.31
H 3.8008 0.6984 -0.3828 -0.36 0.75 0.36
H 2.9462 2.0155 0.6784 0.22 -1.80 -0.19
H 3.7935 0.4789 1.3304 -0.17 0.49 0.29

=====

Entry 2:
23
Properties=species:S:1:pos:R:3:forces:R:3 method="wB97M-V/def2-TZVPD" spin_multiplicity=2 s2=0.750
C -1.2501 2.1991 0.3119 -0.20 -1.51 -0.54
O -1.4224 1.9454 1.6952 0.90 1.13 0.41
C -0.4427 1.0215 -0.2654 0.34 1.04 -1.22
C -1.0939 -0.3265 -0.4659 -2.15 -0.14 0.50
C -0.1012 -1.3440 -1.0025 -2.32 0.37 -1.35
C 0.7572 -2.0883 -0.0180 0.87 0.25 -2.22
N 1.9094 -1.1786 0.2275 1.17 -4.17 0.81
N 0.8413 0.8477 0.4607 -0.86 3.53 0.79
H -0.6561 3.0897 0.0805 -0.16 0.08 0.80
H -2.2170 2.3236 -0.1990 0.20 -0.15 0.05
H -2.2399 1.5182 1.9189 -0.57 -0.19 -0.30
H -0.2392 1.2636 -1.3192 0.55 0.51 0.28
H -1.9356 -0.2700 -1.1931 0.74 0.57 -0.23
H -1.7470 -0.6455 0.3631 0.95 -0.29 0.55
H -0.7152 -2.0015 -1.6397 0.25 -0.49 0.55
H 0.4038 -0.7844 -1.8023 0.80 -0.34 0.46
H 1.1194 -2.9250 -0.6249 0.00 -0.51 0.94
H 0.1861 -2.3255 0.8755 0.44 -0.22 0.04
H 2.4011 -1.3970 1.0892 0.26 0.08 0.44
H 2.6188 -1.1287 -0.5001 0.27 -0.23 -0.75
H 1.3770 -0.2431 0.2864 0.20 1.07 0.66
H 1.7235 1.4255 0.2571 -1.35 -0.13 -0.57
H 0.7227 1.0238 1.4642 -0.34 -0.26 -0.11

=====

Entry 3:
23
Properties=species:S:1:pos:R:3:forces:R:3 method="wB97M-V/def2-TZVPD" charge=+1
C -0.9361 -1.5795 2.0306 -2.83 3.50 1.04
C 0.0590 -0.6375 1.3046 1.93 0.83 2.01
C 0.6969 -1.4582 0.2419 1.62 -1.95 1.40
C 1.0925 -0.7239 -0.9168 2.40 1.33 -2.37
C 1.8002 0.4230 -1.0778 -1.38 -1.09 0.47
N 1.8216 1.2956 -2.1311 2.21 1.04 -2.32
N -0.4618 0.7389 0.7555 0.72 -0.89 -0.03
H -1.8968 -1.6937 1.3610 1.80 -0.04 1.28
H -1.2664 -0.9402 2.9972 0.42 -2.06 -1.87
H -0.5267 -2.5674 2.2997 0.02 0.73 -0.22
H 0.7758 -0.1437 2.0406 -0.38 -1.71 -0.66
H -0.0116 -2.2154 -0.0956 -0.22 0.08 0.03
H 1.5316 -2.1304 0.6923 -1.13 1.24 -0.38
H 1.0564 -1.3259 -1.7655 -0.95 -0.53 -1.97
H 2.2637 0.8233 -0.2309 0.43 1.01 1.52
H 1.8760 0.9502 -3.1199 -0.54 0.00 1.40
H 2.5749 2.0293 -2.0696 -1.17 -1.15 0.18
H -0.1506 0.9697 -0.2248 -0.05 -0.83 0.88
H -0.0893 1.5191 1.3535 -1.46 -0.95 -0.51
H -1.4400 0.5207 0.6912 -1.30 1.55 0.14
H -3.1153 1.1840 -1.2208 1.01 0.18 -1.24
H -3.7583 1.2131 -0.0749 -6.61 -1.30 3.35
O -2.9521 1.4279 -0.3125 5.46 1.02 -2.14

=====

Entry 4:
23
Properties=species:S:1:pos:R:3:forces:R:3 method="wB97M-V/def2-TZVPD" charge=+1
C 2.0809 0.5243 -0.2098 -0.06 3.75 -2.00
C 0.6058 0.1639 -0.3013 -2.19 -1.67 1.99
C -0.4429 1.0077 0.5158 0.91 2.83 -2.61
C -1.7093 0.4577 0.9796 -3.14 -0.62 1.53
C -2.4420 0.8974 2.0615 0.10 -2.23 -1.95
N -2.2940 -0.5162 0.0479 2.06 1.05 0.37
N 0.4044 -1.3431 0.3253 0.27 1.79 0.15
H 2.7576 -0.1236 0.2224 0.74 -1.79 1.77
H 2.6031 0.5829 -1.1957 -1.12 0.22 0.52
H 2.2734 1.5646 0.2175 -0.61 -1.41 -0.15
H 0.1136 0.0677 -1.2663 1.02 -0.26 -0.28
H -0.8991 1.7947 -0.2575 1.64 -1.05 1.31
H 0.1258 1.5443 1.2538 -0.29 0.41 0.57
H -2.2046 1.7219 2.6982 0.56 0.06 0.34
H -3.3995 0.3412 2.2736 0.97 0.98 -0.33
H -2.0704 -0.2281 -0.9441 -1.25 -0.65 1.56
H -3.2387 -0.7431 0.3310 -0.04 0.12 -0.83
H 1.0509 -1.4766 1.1079 0.01 0.01 -0.31
H 0.6515 -1.9580 -0.4446 -0.35 -0.51 0.13
H -0.5798 -1.4138 0.7112 0.77 -0.35 -1.20
H 1.8645 -0.4495 -3.2137 0.05 0.30 -0.68
H 2.8404 -1.3748 -2.4410 -1.21 0.41 -0.32
O 1.9084 -1.0415 -2.4716 1.17 -1.37 0.42

=====

Entry 5:
23
Properties=species:S:1:pos:R:3:forces:R:3 method="wB97M-V/def2-TZVPD" charge=+1
C -0.8267 2.0997 -0.4666 1.35 -0.11 -0.09
C -1.0564 1.0806 0.6551 -0.76 1.96 0.99
N -1.1855 1.9151 1.9935 0.86 -0.84 -0.25
C -0.0222 0.0328 0.9238 0.30 -1.97 -0.14
N 0.0481 -0.8349 -0.2390 0.41 0.14 0.55
C 1.1196 -1.8381 -0.2164 -0.76 -0.27 -1.17
C 1.0007 -2.5591 -1.5802 -0.55 0.02 0.59
O 1.1535 -1.6135 -2.6314 0.49 -0.08 0.04
H -1.5214 1.9813 -1.2929 -0.14 0.18 0.16
H -0.7746 3.1257 -0.0952 -0.68 0.02 -0.05
H 0.1825 2.0100 -0.8799 -0.05 -0.39 -0.07
H -2.0860 0.7340 0.5569 0.35 -0.76 0.00
H -2.0971 2.3680 2.0335 0.16 0.13 0.30
H -1.0221 1.2773 2.7731 -0.75 -0.18 0.18
H -0.4180 2.5745 2.1262 -0.20 0.44 -0.49
H -0.3034 -0.6444 1.7563 -0.49 0.41 -0.13
H 0.9599 0.3742 1.2957 -0.01 0.83 -0.52
H 0.0737 -0.3439 -1.1166 0.18 0.28 -0.24
H 0.8920 -2.5201 0.5997 0.33 -0.18 0.11
H 2.1498 -1.4464 -0.1507 -0.28 0.17 0.34
H 1.6497 -3.4264 -1.6500 0.53 0.11 -0.10
H -0.0076 -2.9692 -1.6870 0.02 0.25 0.05
H 2.0914 -1.3770 -2.7078 -0.32 -0.16 -0.05

=====

Entry 6:
23
Properties=species:S:1:pos:R:3:forces:R:3 method="wB97M-V/def2-TZVPD" charge=+1
C 1.7252 1.6985 1.2062 -1.64 -3.00 -0.16
C -0.8563 -1.7613 1.1255 -2.40 -1.73 2.61
C -1.1558 0.6549 1.3083 -3.14 -0.71 -0.59
C -0.4369 -0.5905 -2.9533 -3.38 -0.06 1.46
C 0.7369 -0.4109 0.1419 0.34 3.07 1.11
N 1.5182 0.7040 0.0757 0.50 0.16 0.40
N -0.3998 -0.4474 0.7669 1.13 -1.50 0.64
O -0.1749 0.2108 -1.7688 0.22 -1.78 -1.18
H 1.4236 2.6693 0.8597 -0.42 0.45 0.44
H 1.1200 1.1659 2.0139 0.88 1.73 -0.61
H 2.7365 1.6948 1.5476 0.78 -0.03 -0.11
H -0.8201 -1.8748 2.2549 -0.61 0.63 -1.02
H -1.8873 -2.0047 0.7747 0.54 0.76 0.35
H -0.3483 -2.6955 0.9415 1.29 0.44 -1.30
H -1.5223 0.4005 2.3341 0.53 0.25 -0.80
H -0.5798 1.5335 1.3084 0.23 1.03 -0.05
H -2.1197 0.7872 0.6563 1.78 -0.14 1.09
H -1.3771 -1.1674 -2.6670 1.64 -0.29 -0.12
H 0.3424 -1.2013 -3.3849 0.41 0.18 0.31
H -0.9615 0.0271 -3.6404 0.44 0.81 -1.28
H 1.0862 -1.3594 -0.1339 0.60 -0.98 -1.14
H 2.0451 0.8443 -0.7819 0.09 -0.40 0.52
H -0.0944 1.1224 -1.9853 0.19 1.11 -0.56

=====

How do the records compare in energy above the lowest of the compared OMol25 structures with the same formula, charge and spin? In the order shown, they have 261.4, 278.8, 315.0, 241.9, 178.9, 307.7 kJ/mol.